The following is a DFT calculation (wB97M-V/def2-TZVPD) of a molecular structure, C3H9BiO3 at a distorted geometry.

Last column: natural (NBO) charge in e.
CARTESIAN COORDINATES (ANGSTROEM)
Bi 1.177 0.761 -1.945  1.41
O -0.215 1.892 -1.236  -1.14
H -0.102 2.448 -0.186  0.56
C 1.598 -1.801 -0.135  -0.26
O 0.723 -0.735 -0.463  -0.61
C -0.385 -0.591 0.419  -0.13
C -1.236 0.602 0.035  -0.07
H 2.432 -1.781 -0.846  0.21
H 1.987 -1.672 0.885  0.22
H 1.053 -2.752 -0.231  0.22
H 0.022 -0.466 1.434  0.22
H -0.988 -1.512 0.360  0.24
H -2.171 0.510 0.614  0.23
H -1.722 0.350 -0.927  0.22
O -0.696 2.097 1.070  -0.81
H -1.477 2.650 1.152  0.49

Atomic forces in eV per Å
2.1 0.2 -2.2
0.2 3.0 1.8
-0.8 -1.7 -1.4
0.7 -0.9 0.2
-0.3 -0.5 0.4
0.0 1.3 1.3
-2.9 -1.7 2.2
-0.2 -0.1 0.2
-0.2 0.0 -0.3
0.2 0.3 0.1
-0.2 -0.2 -0.2
0.0 0.4 0.0
0.7 0.2 0.7
0.9 1.3 -0.3
0.4 -1.8 -2.3
-0.5 0.1 0.0

Properties
LUMO energy (spin up / spin down), eV: -4.278 / -5.325
Largest force on an atom, hartree/bohr: 0.078
Energy, eV: -15226.929
Multiplicity: 2
Total charge: +1